No. 1
C3H5AuO3 | wB97M-V/def2-TZVPD

The geometry in XYZ format:
```
12
Properties=species:S:1:pos:R:3
C 0.27964 -1.06316 0.38605
H 0.42704 -0.75375 1.43058
H 0.24270 -2.16156 0.34917
H 1.15632 -0.86379 -1.58223
H 2.26336 -0.76090 -0.24167
Au 1.21110 1.65337 -0.41637
O -0.69009 1.41643 0.61799
C -1.48499 0.53194 -0.05474
C 1.26076 -0.43121 -0.57281
O -1.09705 -0.71312 0.01226
O -2.34980 0.95804 -0.79163
H -1.21899 2.18771 0.86340
```

LUMO level (alpha / beta) = -4.0 / -10.8 eV
Net charge = +1
HOMO-LUMO gap (alpha / beta) = 0.3127 / 0.1923 hartree
Calculated total energy = -478.16950 Eh
<S²> = 3.76
HOMO level (alpha / beta) = -0.461 / -0.588 Eh
Spin multiplicity = 4



No. 2
C3H5BO2 | wB97M-V/def2-TZVPD

The geometry in XYZ format:
```
11
Properties=species:S:1:pos:R:3
B 0.18325 -0.26632 0.97094
O 0.76848 -1.32348 1.64016
H 1.24235 -1.07223 2.43544
C -0.06391 0.48749 -1.84371
H -2.10719 -0.73741 -1.78735
H 0.04100 1.52476 -1.47898
C -0.77365 -0.48026 -0.16238
H 0.77471 0.18673 -2.44851
H 0.75441 1.00959 2.47612
O 0.39055 1.03076 1.60279
C -1.20999 -0.35964 -1.40450
```

LUMO level (alpha / beta) = 0.0 / 0.0 eV
Net charge = 0
HOMO-LUMO gap (alpha / beta) = 0.3146 / 0.3146 hartree
Calculated total energy = -292.59580 Eh
HOMO level (alpha / beta) = -0.313 / -0.313 Eh
Spin multiplicity = 1



No. 3
C3H5BO4 | wB97M-V/def2-TZVPD

The geometry in XYZ format:
```
13
Properties=species:S:1:pos:R:3
H -2.76778 -1.40233 -0.17460
O 1.53552 -1.26764 0.31436
O -1.06612 -0.79022 -0.92558
H -0.21686 0.88760 -1.78548
H 2.16507 -1.64151 0.91644
C -0.19084 0.33869 -0.74289
B 1.54992 -0.03934 -0.19502
H -2.63368 1.16864 1.27798
O -0.86201 1.26845 0.12046
C -2.11971 -0.55536 -0.06498
H 2.93148 1.37767 0.24908
O 2.30105 1.07880 -0.36587
C -1.99463 0.64111 0.49911
```

SMILES string = OB(O)C1OC=CO1
LUMO level = 0.1 eV
Net charge = 0
HOMO-LUMO gap = 0.2669 hartree
Calculated total energy = -443.12506 Eh
HOMO level = -0.262 Eh
Spin multiplicity = 1